[1]
ORCA calculation (ωB97M-V/def2-TZVPD) on a structure of composition C38H60F33Mg2N6O27S11 in a non-equilibrium geometry.

Geometry as XYZ:
```
177
Properties=species:S:1:pos:R:3:lowdin_charge:R:1
O -3.8156 -2.8141 -0.6929 -0.3168
H 2.0972 2.7690 -4.8930 0.1110
F 9.0132 -3.0518 0.7826 0.1817
F -0.8967 -7.2643 -1.0432 0.1427
H -0.1509 4.4155 4.8726 0.1153
H 2.3539 7.0201 -0.0972 0.1237
H -5.0215 -0.0925 3.4289 0.0764
H -2.4483 0.3660 4.4914 0.1066
F -4.1385 -4.9035 2.5010 0.1412
O 0.9176 -7.3487 1.8319 -0.2753
H -4.3107 -1.9260 -4.7143 0.1222
S -0.6007 -5.1939 4.4956 0.6452
F 0.8070 -0.8904 -1.4554 0.1565
F 3.2121 -6.4675 3.6052 0.1562
C -8.3719 -2.2371 -3.4189 -0.1476
O 0.9489 -2.3420 1.4691 -0.2967
H -8.8732 -3.1811 -3.6323 0.1143
S -1.1524 -4.6042 -0.5142 0.7172
C -8.5546 -1.7621 -1.9211 -0.1661
H -1.3656 0.4145 2.5035 0.1176
H 0.5217 3.3711 -2.3894 0.1250
O -3.1765 4.8954 -3.5858 -0.3435
C 1.1306 1.1614 -4.0446 -0.0503
H -1.6092 -2.1018 -3.3431 0.0610
F -0.6850 -2.5741 3.5954 0.0576
C 0.3651 -0.3901 -0.3050 -0.5957
H -3.7021 1.6240 4.0630 0.0994
F 3.0282 -2.6739 6.1852 0.1457
H -6.7770 -2.5780 -4.8328 0.1272
N -1.3298 2.5985 3.0158 -0.1657
O 2.7710 -0.9737 0.7392 -0.3259
C -6.2066 -0.0144 -4.3524 0.0440
H 1.3751 5.4695 -4.7214 0.1285
S 3.8284 -2.8480 3.5904 0.6959
C -6.1221 -0.8179 -1.9569 -0.0679
H 0.4387 7.2514 -1.6083 0.1166
C -0.4328 2.8886 1.7818 -0.0957
H -2.8361 3.5570 4.1932 0.0961
H -6.5764 -3.3670 -3.1954 0.1361
H -9.5841 -1.4848 -1.6945 0.1100
C -3.0956 0.7853 3.7212 -0.2117
O 7.1827 -0.3115 -2.7196 -0.2751
H -3.2109 -0.7167 -2.1159 0.0919
H 0.0996 5.3885 -3.6095 0.1314
H 1.0802 3.3298 5.4409 0.1325
F 2.1852 -7.1119 5.3998 0.1771
F 3.2953 2.8962 0.9554 0.1061
C 3.5164 4.7261 -3.2490 0.0516
S 7.5790 -0.8380 0.3197 0.7613
F -5.5792 -4.5635 0.8025 0.0998
C 2.3035 -7.2890 4.1100 -0.7018
C -0.5931 -3.2478 4.8211 -0.6055
N 2.0552 4.7159 -2.7862 -0.2133
C -1.9354 -1.2006 -3.8622 -0.0493
H -5.9739 -0.2567 -5.3894 0.0993
H -1.9549 -1.2890 -4.9484 0.0756
C 1.2701 2.7021 -4.1862 -0.2291
F 5.1862 3.4889 0.1780 0.1407
H -3.8679 -0.4866 2.1592 0.0686
H -1.9232 4.6746 3.2889 0.0966
S 5.3602 1.9670 2.3665 0.7313
C 1.1591 5.6383 -3.6664 -0.0567
C 2.0218 5.1373 -1.3259 -0.0961
F -3.8185 2.3276 -1.9130 0.1021
C 3.6315 -1.9078 5.2737 -0.6393
O 8.7099 -0.1458 -0.2919 -0.2643
H 0.8647 7.6535 -4.0829 0.1246
H -3.8037 -1.2754 3.8197 0.0792
F 4.8322 -1.6651 5.8175 0.1399
Mg 4.6405 -0.9223 0.7529 0.4599
C 7.8648 -2.7113 0.2039 -0.6870
H -0.1446 4.9309 2.2057 0.1165
C 1.4575 7.4951 -1.9096 -0.1897
O 4.2551 -2.7314 0.0060 -0.3635
O -0.3099 -7.8321 3.9021 -0.2761
C 2.3726 6.6214 -1.1115 -0.1691
O -2.0587 5.7387 -1.6507 -0.3727
H -1.1899 2.3161 5.1699 0.1294
O 4.8414 -3.8772 3.8583 -0.2731
F 2.6243 -8.5260 3.8319 0.1794
F 5.5134 -4.8468 -1.8414 0.1306
O -1.0285 -3.4627 -1.3767 -0.2936
C 4.6232 -5.3334 -0.9491 -0.5701
F -1.9346 -6.1327 -2.6566 0.1229
C 1.4958 3.2960 -2.8727 -0.1572
O -2.2226 -2.7726 1.2557 -0.3203
F 3.9399 -6.3735 -1.4153 0.1588
O -0.1114 -5.7296 5.7887 -0.2958
N -5.9066 -1.2747 -3.4516 -0.2039
H 3.8742 5.7505 -3.3527 0.0970
H 2.0901 0.6826 -3.8495 0.0696
H 0.4176 3.1310 -4.7129 0.1229
C -0.9291 -6.1345 -1.7541 -0.5435
O 6.8473 1.6553 -1.2909 -0.2931
S -3.1542 -3.5174 0.3828 0.5716
C 4.5480 3.3100 1.3380 -0.6452
F 0.2966 -5.9976 -2.3771 0.1062
C -3.9857 -0.3725 3.2368 -0.0727
H 1.9119 2.9494 3.2826 0.1089
C -4.4459 -1.7566 -3.6461 -0.1123
H 1.2156 4.1297 1.2581 0.0920
O -4.4586 5.3804 -1.6603 -0.3333
H 1.9583 4.6620 3.4539 0.1210
N 0.4357 -5.2472 3.2805 -0.3234
N 6.0186 -0.5928 -0.4170 -0.3318
H -8.2419 -2.6198 -1.3256 0.1064
O 7.4211 -0.5882 1.7673 -0.2811
F 0.2764 0.9394 -0.3727 0.1124
O 2.4987 -3.5947 -1.4394 -0.2618
O 4.3888 -1.8661 2.5861 -0.3527
O -1.9595 -5.5238 4.1502 -0.2652
C 1.2672 3.8258 3.3477 -0.2010
O 4.8063 2.2337 3.7067 -0.1179
H -0.0119 1.4431 4.2758 0.1318
S 1.4154 -0.9891 1.2433 0.6320
H 3.4278 4.2675 -4.2339 0.1003
H 2.8111 4.5918 -0.8087 0.1036
N -2.6806 -4.8930 -0.0412 -0.2679
O -0.0499 -4.6586 0.4737 -0.3189
H -3.1735 3.6789 2.4819 0.1088
F -3.3737 3.1726 -0.0567 0.1339
H -5.5407 0.8077 -4.0900 0.0924
H -1.2205 -0.4189 -3.6051 0.0409
C -7.6147 -0.5705 -1.5644 -0.1489
C 0.4589 3.5622 4.5759 -0.1602
F 7.9376 -3.0811 -1.0838 0.1509
F 2.9741 -0.8055 5.0403 0.1595
F -0.8876 -0.7980 -0.1690 0.1323
C 4.5921 0.5796 -2.3430 -0.6927
F -5.0521 -2.9808 2.2236 0.1512
C -3.3223 -0.7553 -3.1995 -0.1756
H -5.5643 0.0900 -1.7275 0.1185
H -5.6586 -1.6300 -1.3969 0.1043
H -8.1059 0.2566 -2.0771 0.1027
H 1.0412 4.8668 -0.9341 0.1289
C 1.5299 7.1349 -3.3925 -0.1468
C -4.6113 -4.0375 1.6010 -0.6259
F 4.2067 -0.4070 -3.1018 0.1947
O 2.4822 -3.3715 3.2154 -0.3465
S 3.4273 -3.9166 -0.3739 0.6685
H 3.4148 6.8654 -1.3172 0.1158
H 1.6633 8.5625 -1.8298 0.1241
H -7.7063 -0.2429 -0.5289 0.1173
O 2.6272 -4.3968 0.7775 -0.3228
O 1.1654 -0.0476 2.3236 -0.2671
S 0.6704 -6.9673 3.2216 0.7381
H -4.4956 -2.7668 -3.2398 0.1183
C -6.8640 -2.4745 -3.7512 -0.0803
H 0.2270 2.0211 1.7740 0.0928
H -2.5236 1.2968 1.6723 0.1185
O 6.8305 2.2738 2.2648 -0.0471
O 4.9254 0.6563 1.7965 -0.2367
H 2.1581 2.7059 -2.2393 0.1278
F 3.8634 0.5913 -1.2501 0.1233
F 4.4169 1.7034 -2.9794 0.1688
S -3.1679 4.9083 -2.1273 0.4465
H -3.5467 0.2000 -3.6740 0.0871
C 0.4889 4.0549 2.0672 -0.1516
F -1.6883 -3.0134 5.5510 0.1248
H 0.5716 0.7163 -4.8677 0.0856
C -2.3684 3.6822 3.2167 0.0140
H 2.5463 7.3422 -3.7273 0.1035
F 4.5542 4.4266 1.9770 0.2076
F 0.3743 -2.7065 5.4507 0.1931
F 5.3215 -5.8194 0.1105 0.1205
H -7.2495 0.3024 -4.3415 0.0924
Mg 1.1040 -4.1304 1.9901 0.4451
H -0.9424 2.8597 0.8187 0.1101
F 6.8262 -3.2084 0.7293 0.2079
H -8.8403 -1.4857 -4.0546 0.1003
H 4.1524 4.1699 -2.5604 0.1012
F -1.7085 2.7920 -1.4309 0.0825
C -2.9910 3.2000 -1.3129 -0.6504
H 0.4869 1.0919 -3.1677 0.0503
C -2.0762 1.2253 2.6636 -0.0891
C -0.5075 2.4126 4.3254 -0.0811
S 6.3844 0.3256 -1.6563 0.6472
```

Values from the calculation:
E_LUMO (alpha / beta) = -0.414 / -6.460 eV
Kohn-Sham gap (alpha / beta) = 8.8290 / 2.7829 eV
E_tot = -11919.71120 Eh
2S+1 = 2
F_max = 0.116 hartree/bohr



[2]
ORCA calculation (ωB97M-V/def2-TZVPD) on a structure of composition C38H60F3O22Pb in a non-equilibrium geometry.

Geometry as XYZ:
```
124
Properties=species:S:1:pos:R:3:lowdin_charge:R:1
O -0.9216 -6.3652 1.8350 0.1651
C 4.2253 -1.2111 3.1281 -0.4950
H 2.2957 5.2321 -2.2745 0.1191
H 5.2548 -2.4233 -2.1785 0.1261
H -2.4707 1.8686 -0.0619 0.1670
C -0.2372 0.3966 -4.4253 -0.1553
H -0.3132 -0.6574 -4.6580 0.1276
H -0.3663 -3.7651 -1.0542 0.1042
C -0.8930 2.6011 -5.0249 -0.0617
H 3.0854 3.9245 -4.6938 0.1053
H 2.6938 -1.0536 4.5593 0.1265
H -5.5843 0.1997 3.6927 0.1430
H -4.6313 3.6132 0.9940 0.0827
C 1.4301 -7.4786 0.7928 -0.0288
O -3.8464 -6.1023 -0.5351 0.1322
C -4.3636 4.5047 1.5570 -0.0374
H -1.6598 -3.2101 1.7143 0.0859
H -2.0652 1.2543 -3.7499 0.1056
C 3.4185 3.9001 -3.6551 -0.1520
C -0.5483 -5.7472 -1.8667 -0.1297
H 2.9246 3.0231 -3.2341 0.0916
O -6.7020 3.7381 2.4394 0.1018
H 3.6699 0.9745 -3.2955 0.1078
C -2.7268 -5.8107 -0.8489 -0.4799
H 0.3348 -6.0355 -1.3075 0.0855
C -1.7476 -6.6807 -1.5745 -0.0584
O 1.2820 2.9625 -6.0692 0.1216
F -1.0613 3.6113 -1.3152 0.1637
H 4.4222 1.1009 0.9536 0.1256
H 5.1325 3.1829 2.0082 0.1315
H 2.8215 -3.6201 1.5119 0.1295
H -5.5607 -1.5602 3.3732 0.1346
H -3.5410 5.0421 1.1060 0.0971
H -1.3925 3.1468 -5.8197 0.1282
C 0.3967 -0.9344 0.5135 -0.0386
H 4.0025 -1.9159 5.1909 0.1304
C 5.3055 4.3671 -2.2856 -0.4878
H 3.1222 0.8062 -1.5376 0.1006
O 1.1495 -6.1060 0.9849 -0.0158
H -0.7678 3.2638 -4.1670 0.1201
H -1.7975 -1.0518 0.6560 0.1025
O 1.1811 1.6475 3.2405 -0.1193
C -0.9006 -3.6926 2.3262 -0.0565
C 3.7025 1.9211 0.8928 -0.0940
C -1.1204 -4.3741 -1.5548 -0.1406
H -1.2139 -0.2680 -0.7949 0.1250
C 4.5229 -1.7415 -1.7509 -0.0495
H -1.3618 -4.2657 3.1316 0.1070
O -3.1888 -0.1356 2.5726 -0.0876
H 5.4675 -0.4668 -3.1734 0.1203
H -4.1125 4.1947 2.5709 0.0939
O 2.5499 1.2772 1.5280 0.0467
H -1.4004 -7.5427 -1.0054 0.1229
H -2.1032 0.8769 -5.4984 0.1170
O -2.2025 -4.5713 -0.6190 0.0005
H 0.0162 0.4917 -3.3631 0.0926
C 3.4874 0.3276 -2.4398 -0.1462
O -5.4637 5.4219 1.6035 0.0283
C -6.0491 0.5857 0.8816 -0.0942
C 4.0782 3.1107 1.7554 -0.1122
H 3.1714 6.0370 -3.5605 0.1291
Pb -1.3106 1.4320 3.2658 1.6942
O -4.6181 0.2728 0.9558 0.0510
C 0.0292 -5.7008 1.5654 -0.6178
O 6.2502 4.1938 -1.5857 0.1252
C -1.4904 1.2360 -4.6750 -0.1347
H 0.5037 -2.0055 0.3330 0.0724
H 0.7682 -0.6199 1.4793 0.0586
O -7.4438 5.8556 2.3444 0.0257
O 0.8564 1.0135 -5.1269 0.0296
C -4.3285 -0.1677 2.1662 -0.4738
H 5.5702 4.1481 -4.3297 0.1374
C 2.8314 -2.8251 2.2512 -0.1351
H 3.5602 2.2315 -0.1366 0.1094
H 3.7611 2.4226 3.8491 0.1409
H -2.0971 -7.1261 -2.5041 0.1284
H 3.7882 -3.9006 3.7672 0.1298
H -6.9277 -1.3192 1.4595 0.1241
C 4.9207 3.6650 -3.5973 -0.0574
O -1.0102 0.8623 0.9772 -0.2879
C 4.8531 -0.3316 -2.2838 -0.1436
O 3.9554 -1.9192 2.0067 0.0099
H 3.7945 4.0664 1.3178 0.1219
C -8.4251 5.5666 3.3110 -0.0516
C 3.2051 5.1908 -2.8704 -0.1351
O 0.1462 -4.3758 1.6884 -0.0175
H 0.9850 -0.4654 -0.2773 0.0803
H 1.9885 -2.1660 2.0370 0.0836
C 3.4238 -1.8201 4.2697 -0.0707
H -6.3392 0.3882 -0.1465 0.1335
C -0.5101 2.5992 -0.6338 -0.5432
C -6.6976 -0.3454 1.8894 -0.1187
O -1.6952 2.8826 1.4647 -0.2722
C 2.9772 -3.1708 3.7162 -0.1277
H 5.5317 0.2143 -1.6186 0.1187
H -6.1842 1.6438 1.1062 0.1077
C -5.5743 -0.5797 2.9159 -0.0411
H 1.2193 -7.7719 -0.2399 0.0900
C -1.4945 2.0845 0.4099 -0.4617
H 4.5215 -1.8894 -0.6724 0.1138
H -8.9910 4.6688 3.0431 0.0956
C 3.1186 -1.9476 -2.3027 -0.4762
H -1.4700 -3.8365 -2.4312 0.1259
H -0.2411 -5.8471 -2.9086 0.1194
C 2.2191 1.8849 2.6320 -0.4737
C 0.5001 2.2606 -5.5142 -0.4940
C -1.0061 -0.4128 0.2599 -0.1704
C -6.5513 4.8984 2.1503 -0.6254
O 4.9772 -0.2904 3.1232 0.1279
C 3.2517 2.9315 3.0251 -0.0399
H 2.5097 -7.5898 0.8730 0.0990
F -0.1021 1.6814 -1.5292 0.1367
H -8.0145 5.3778 4.3032 0.1023
O 2.4345 -2.9229 -2.2069 0.1132
H -7.5797 0.0961 2.3430 0.1250
H 2.7095 3.8130 3.3505 0.1334
H 0.8932 -8.1242 1.4806 0.1040
F 0.5964 3.0598 -0.0281 0.1577
O 4.3101 5.2287 -1.9565 0.0134
H 2.1281 -3.5431 4.2840 0.1187
H -0.4203 -2.8817 2.8928 0.0876
O 2.5994 -0.7649 -2.7032 0.0156
H 5.1646 2.6097 -3.5107 0.1038
H -9.1602 6.3627 3.3607 0.0983
```

Values from the calculation:
E_LUMO = -3.587 eV
Kohn-Sham gap = 8.2671 eV
E_tot = -3631.57905 Eh
Relative energy (zero: lowest compared OMol25 entry of this formula, charge and spin) = 0.0 kJ/mol
F_max = 0.044 hartree/bohr
Charge = +1



[3]
ORCA calculation (ωB97M-V/def2-TZVPD) on a structure of composition C38H60IN4OP2RuS in a non-equilibrium geometry.

Geometry as XYZ:
```
108
Properties=species:S:1:pos:R:3:lowdin_charge:R:1
C 2.2954 -0.6408 2.8501 -0.0729
C -0.9732 -0.3357 4.1044 -0.5838
H -5.5415 0.4426 -1.4443 0.1242
H 0.1528 2.1174 6.8233 0.1264
C -4.8230 1.1079 -0.9657 -0.1787
H 1.6760 1.8302 1.6412 0.0473
H -3.2284 2.4225 -1.6397 0.1054
H -2.7307 -3.6577 0.9167 -0.0299
H 2.3738 0.6713 -1.3149 0.0219
O -0.0682 2.5527 -0.8483 -0.6228
H -0.9875 -0.2159 -2.1039 0.0070
H 4.6994 -0.4870 1.7498 0.0999
H 3.8950 -1.7566 0.8329 0.0583
H -0.6140 -5.1661 -3.5353 0.0991
H 2.6823 -1.0701 -1.5248 0.0675
H 1.9724 3.8253 -3.4463 0.0987
C 3.4136 -4.9852 1.7777 0.0109
C -0.2296 -2.4646 -3.4075 -0.0938
H -1.1195 -5.4110 -1.8698 0.0716
H 0.4696 -4.7339 -2.2215 0.0801
H -3.3587 1.1872 1.9013 0.0909
H 0.0838 2.5087 -4.7561 0.1207
C 2.6130 -0.1261 1.4470 -0.6647
P 1.1740 -0.6335 0.3366 0.9734
H -0.2507 5.1701 -0.8568 0.1003
C 1.1567 -5.1837 0.8534 -0.1911
H 4.2624 -4.3722 2.0451 0.1207
H -0.3427 4.7552 2.9136 0.1110
H 3.8529 6.3106 -0.2323 0.0833
C 3.4359 -6.3576 1.9835 -0.0388
H -0.9555 5.0019 -3.3472 0.0652
C 3.9560 -0.6798 0.9773 -0.0770
H 4.3138 -6.8170 2.4121 0.1188
N -3.1635 1.1644 0.8986 -0.0445
H 3.5257 4.6843 -0.8211 0.0568
N -1.6333 0.4377 -1.6624 -0.0803
H -3.1897 -4.1125 -2.7456 0.0800
C 2.6621 1.4043 1.4524 -0.0873
C 1.2117 -6.5473 1.0880 0.0096
C 1.7551 5.8290 -0.3273 -0.2932
H 4.2965 -0.2164 0.0546 0.0789
C -3.8127 1.5800 -2.0142 -0.1799
C -1.1613 -3.3416 -2.5728 -0.6828
C -0.6883 0.9824 3.7005 -0.2740
H 0.8492 5.4739 -2.2330 0.0756
C -0.5499 4.4853 -4.2128 -0.0899
H 3.0329 1.7958 0.5081 0.0535
H -0.1101 -2.9151 -4.3919 0.0997
C -2.5434 -3.3833 -3.2249 -0.0860
H 1.3408 -0.2459 3.1887 0.0447
H 1.7060 5.4413 0.6924 0.1032
H -2.5668 0.6999 -3.5247 0.1239
H 3.3338 1.7444 2.2382 0.1026
C -4.1970 0.3601 0.2100 -0.2517
C 3.1833 5.7172 -0.8474 -0.1043
C -0.3958 3.7032 3.1418 -0.0548
H -3.0321 -2.4104 -3.2083 0.0602
H -1.1847 1.3661 -1.6781 0.0168
C -0.3608 0.1036 6.3703 -0.0441
H -0.8146 2.6044 -3.2437 0.0730
H -0.2140 -0.2599 7.3740 0.1196
H 2.3612 -8.2002 1.8019 0.1185
C 0.7727 5.0880 -1.2204 -0.3097
H -0.7844 3.1759 1.1075 0.0677
C -0.8140 -0.7831 5.3877 -0.1260
H 0.2396 5.0852 -4.6585 0.0864
N 0.1240 -4.5559 0.2824 0.1313
H -3.7266 -0.5651 -0.1471 0.0677
C 1.1778 -2.4564 0.4366 -0.4070
H 3.0619 -0.3283 3.5578 0.1026
H 1.1658 -0.3492 -2.1061 0.0128
H 0.0473 3.9568 5.2114 0.1242
I -1.7956 -1.6753 2.6666 1.2339
H -4.9840 0.0770 0.9148 0.1251
H 2.2513 -1.7281 2.8614 0.0724
C 1.2822 3.0612 -3.0981 -0.2988
H -2.4369 -3.6748 -4.2683 0.0986
C -0.7568 1.4374 2.3581 -0.2621
S 1.1853 3.2828 -1.2582 0.9751
C -0.1478 1.4192 6.0577 0.0031
C -0.1888 3.2602 4.4219 -0.0047
H -0.6344 -1.4641 -3.5622 0.0622
H -1.3512 4.3964 -4.9411 0.0826
H 1.4612 6.8806 -0.3048 0.1212
C 2.3400 -7.1337 1.6447 -0.0369
H -1.0519 -1.8025 5.6461 0.1043
C -0.6703 2.7929 2.1146 -0.1393
H -2.4895 -4.7352 -0.4610 0.0444
P -1.3625 -2.5891 -0.8097 0.9874
C 0.0958 -3.2645 0.0565 -0.4863
C -2.8481 0.4935 -2.4823 -0.2404
C -0.3238 1.8941 4.7406 -0.1515
C -0.5718 -4.7471 -2.5317 -0.0883
C -0.0446 3.0955 -3.8439 -0.2728
C -2.6825 -3.7041 -0.1696 -0.2784
H -3.6413 -3.3835 -0.5750 0.0443
H 0.3566 -7.1497 0.8236 0.1210
H -4.3691 1.9422 -2.8782 0.1230
H 1.7545 2.0873 -3.2323 0.0754
C 2.3040 -4.3628 1.2197 -0.1911
H 0.7565 -2.4025 -2.9493 0.0689
N 2.2249 -3.0519 0.9909 0.1101
H -3.3409 -0.4817 -2.4623 0.0943
C 1.9186 -0.3188 -1.3210 -0.2110
H 3.2597 6.0852 -1.8681 0.0828
H -3.2346 2.1320 0.5789 0.0986
H -5.3823 1.9752 -0.6098 0.1219
Ru -1.0419 0.3348 0.6166 0.8680
```

Values from the calculation:
E_LUMO (alpha / beta) = -6.953 / -6.733 eV
Kohn-Sham gap (alpha / beta) = 5.9817 / 6.1702 eV
E_tot = -3251.20955 Eh
Relative energy (zero: lowest compared OMol25 entry of this formula, charge and spin) = 0.0 kJ/mol
2S+1 = 2
F_max = 0.050 hartree/bohr
Charge = +2